Computed, not measured: a molecular structure, C33H73AgF9N3O13 at a distorted geometry, with ωB97M-V with the def2-TZVPD basis set.

Geometry as XYZ:
```
132
Properties=species:S:1:pos:R:3:forces:R:3:lowdin_charge:R:1
Ag -0.411 0.055 0.314 -0.31 0.21 0.23 0.755
C -1.159 -2.562 2.941 -0.01 2.41 -0.30 -0.467
O -0.735 -2.689 4.297 0.76 -0.60 0.27 -0.111
O -0.551 -1.516 2.337 0.69 -0.72 -0.16 -0.222
C -0.925 -3.984 2.397 1.10 0.14 -0.28 -0.518
F 0.389 -4.377 2.469 -0.76 0.28 0.04 0.106
F -1.645 -4.907 3.049 0.01 0.11 -0.27 0.147
F -1.240 -4.044 1.081 -0.26 -0.18 0.45 0.105
C -1.128 -1.742 5.247 -0.80 -1.00 1.30 -0.266
C -2.495 -2.142 5.853 -0.26 0.63 -0.34 -0.058
H -3.232 -2.391 5.089 0.07 -0.02 -0.06 0.070
H -2.351 -3.005 6.501 0.01 -0.13 -0.18 0.074
H -2.939 -1.361 6.476 0.16 0.14 -0.05 0.070
H -0.995 -0.701 4.942 -0.50 -0.05 -0.37 0.088
H -0.492 -1.913 6.122 0.63 0.31 -0.33 0.118
H -2.235 -2.343 2.882 -0.47 -0.76 0.30 0.134
C 2.737 0.223 -1.708 -1.47 -1.55 0.23 -0.472
O 3.605 -0.666 -0.966 0.11 0.14 0.75 -0.119
O 1.507 0.130 -1.196 -0.02 0.22 -0.27 -0.215
C 3.338 1.629 -1.718 0.13 -0.54 0.45 -0.564
F 4.515 1.613 -2.382 0.38 0.14 -0.13 0.119
F 2.557 2.500 -2.359 -0.19 0.23 0.07 0.150
F 3.593 2.081 -0.479 -0.17 0.17 -0.22 0.146
C 4.670 -1.369 -1.578 -0.43 -0.12 0.96 -0.267
C 5.396 -2.120 -0.459 0.29 0.43 0.21 -0.072
H 4.749 -2.462 0.350 -0.34 0.27 -0.14 0.069
H 5.929 -3.019 -0.771 0.18 0.23 -0.38 0.070
H 6.098 -1.386 -0.060 0.18 -0.40 0.40 0.071
H 5.358 -0.617 -1.967 0.06 -0.52 -0.85 0.113
H 4.268 -2.122 -2.267 0.15 0.42 -0.65 0.096
H 2.714 -0.156 -2.746 0.59 0.30 -0.47 0.132
C -0.740 3.560 1.486 0.27 -2.89 -0.81 -0.474
O -2.152 3.553 1.646 -0.76 1.18 -0.39 -0.132
O -0.402 2.423 0.848 0.64 0.72 -0.35 -0.236
C -0.406 4.886 0.729 -1.09 0.44 -0.28 -0.527
F -1.210 5.118 -0.353 0.21 -0.56 0.12 0.100
F -0.666 5.934 1.541 0.34 0.15 0.38 0.114
F 0.841 5.026 0.271 0.09 -0.43 0.42 0.145
C -2.779 3.238 2.866 0.03 0.59 -0.27 -0.260
C -4.241 3.004 2.530 -0.37 -0.14 -0.03 -0.068
H -4.761 3.886 2.152 0.47 0.14 -0.31 0.077
H -4.245 2.221 1.772 -0.33 -0.02 -0.04 0.061
H -4.884 2.705 3.360 0.45 -0.31 0.24 0.073
H -2.677 4.107 3.527 0.13 -0.32 0.45 0.120
H -2.345 2.317 3.272 0.07 0.10 0.31 0.114
H -0.228 3.579 2.462 -0.06 0.75 0.45 0.129
C -4.066 -1.161 0.449 -0.39 -0.06 -0.92 -0.054
C -3.242 -1.619 -0.784 -0.15 0.54 -0.04 -0.580
C -4.206 -1.748 -1.971 -0.32 -0.43 -0.58 -0.080
O -2.221 -0.772 -1.187 1.28 0.76 0.20 -0.354
H -3.559 -1.162 1.412 0.28 0.03 -0.13 0.053
H -4.936 -1.824 0.488 0.07 -0.13 0.34 0.072
H -4.501 -0.180 0.235 0.25 0.19 0.14 0.061
H -2.811 -2.593 -0.509 -0.22 -0.28 -0.19 0.107
H -3.669 -1.880 -2.916 0.28 -0.38 0.19 0.056
H -4.795 -0.851 -2.195 0.06 0.25 0.63 0.064
H -4.929 -2.565 -1.872 0.08 -0.04 0.06 0.071
C -1.403 0.693 -5.974 -1.49 0.33 0.68 -0.056
O -1.686 1.500 -4.814 0.66 -0.29 -0.90 -0.173
C -0.574 1.655 -3.997 1.78 0.30 1.41 -0.244
C -0.970 2.446 -2.776 -1.26 0.25 0.42 -0.074
N -2.190 1.759 -2.177 0.33 0.64 -1.90 0.054
H -2.788 1.661 -3.002 -0.07 0.17 -0.05 0.130
H -1.996 0.746 -2.023 -0.34 -0.25 1.53 0.100
C -3.000 2.524 -1.145 1.06 -0.44 -0.62 -0.070
C -4.316 2.943 -1.822 0.93 -0.73 0.66 -0.196
O -3.968 3.965 -2.726 -0.46 0.07 0.00 -0.183
C -5.093 4.474 -3.434 1.06 0.84 -0.25 -0.087
H -1.046 -0.287 -5.665 0.22 -0.03 -0.08 0.069
H -0.742 1.162 -6.702 0.22 0.16 0.22 0.093
H -2.405 0.609 -6.394 0.23 -0.32 -0.45 0.092
H 0.293 2.193 -4.413 -0.41 0.15 -0.61 0.139
H -0.092 0.722 -3.665 -0.55 -0.33 -0.17 0.113
H -1.343 3.429 -3.067 0.14 0.06 -0.02 0.132
H -0.193 2.569 -2.024 0.04 -0.34 0.02 0.121
H -2.402 3.398 -0.906 -0.21 -0.01 0.16 0.097
H -2.944 1.856 -0.292 -0.88 0.23 0.26 0.105
H -5.085 3.242 -1.107 0.07 0.15 0.12 0.131
H -4.674 2.059 -2.367 -0.41 0.04 -0.06 0.120
H -5.770 3.663 -3.695 -0.26 0.21 -0.13 0.089
H -4.680 4.995 -4.300 -0.05 -0.61 -0.39 0.088
H -5.554 5.331 -2.931 -0.44 -0.56 0.65 0.089
C 2.404 -5.551 -2.989 -1.13 -0.17 -0.33 -0.080
O 1.281 -5.021 -2.280 -0.06 -0.06 -0.16 -0.188
C 1.541 -3.965 -1.393 0.67 0.13 0.28 -0.200
C 0.306 -3.126 -1.139 0.27 1.32 -0.87 -0.065
N 0.132 -2.135 -2.291 0.58 -0.58 -0.18 0.064
H -0.471 -1.380 -1.961 -1.59 -0.05 0.16 0.091
H 0.996 -1.573 -2.339 0.22 -0.02 0.03 0.117
C -0.223 -2.721 -3.627 -0.90 0.76 -0.09 -0.084
C 0.948 -2.607 -4.569 0.88 -1.05 1.29 -0.216
O 1.320 -1.260 -4.753 -0.93 -0.48 -1.01 -0.195
C 2.483 -1.128 -5.540 1.01 0.13 0.51 -0.095
H 2.520 -6.595 -2.701 0.43 0.06 0.17 0.089
H 3.322 -4.970 -2.905 0.00 0.02 0.33 0.087
H 2.092 -5.550 -4.036 0.26 -0.05 -0.14 0.082
H 2.328 -3.336 -1.835 -0.12 0.29 0.12 0.103
H 1.985 -4.312 -0.452 -0.35 -0.15 0.10 0.138
H 0.455 -2.427 -0.314 0.08 -0.47 0.38 0.109
H -0.635 -3.650 -1.007 0.20 -0.17 -0.09 0.121
H -1.097 -2.236 -4.071 0.16 0.72 0.36 0.123
H -0.632 -3.720 -3.503 0.77 -0.32 0.18 0.134
H 0.776 -3.256 -5.433 -0.13 0.69 -0.56 0.140
H 1.801 -3.075 -4.062 0.13 -0.28 -0.02 0.105
H 2.530 -1.646 -6.502 -0.85 0.08 -0.12 0.092
H 3.350 -1.545 -5.009 -0.01 0.15 0.26 0.085
H 2.643 -0.060 -5.665 0.04 -0.03 -0.16 0.096
C 5.767 0.622 3.917 0.33 -0.25 -1.13 -0.090
O 4.500 -0.001 3.880 -0.07 -0.18 0.94 -0.182
C 3.795 0.239 2.695 -0.55 0.20 -0.15 -0.211
C 2.500 -0.506 2.732 -1.55 -0.73 0.26 -0.082
N 1.570 -0.141 3.861 1.68 0.00 1.49 0.076
H 0.913 -0.905 4.055 -0.54 -0.01 -1.04 0.130
H 2.149 -0.157 4.711 0.02 0.59 0.04 0.167
C 0.898 1.172 3.704 -1.19 -0.14 -0.07 -0.126
C 0.476 1.770 5.029 0.69 0.15 0.15 -0.181
O 1.570 1.713 5.939 -0.29 -0.66 0.16 -0.189
C 2.615 2.637 5.747 -0.32 1.04 0.43 -0.095
H 5.714 1.574 3.380 0.14 0.16 0.23 0.091
H 6.469 -0.020 3.373 0.14 0.14 -0.02 0.090
H 6.174 0.761 4.915 -0.54 -0.06 0.21 0.088
H 4.287 -0.116 1.783 0.29 0.14 0.07 0.129
H 3.591 1.312 2.594 0.18 0.05 -0.20 0.127
H 2.576 -1.592 2.786 0.41 0.03 0.01 0.147
H 1.861 -0.307 1.898 0.13 0.12 -1.16 0.100
H 0.001 0.940 3.124 0.18 0.34 -0.41 0.111
H 1.523 1.896 3.188 0.17 -0.44 -0.36 0.121
H -0.373 1.242 5.461 0.23 -0.11 0.25 0.116
H 0.152 2.801 4.861 0.00 0.06 -0.07 0.127
H 2.344 3.590 6.219 -0.06 0.04 -0.04 0.091
H 2.839 2.886 4.706 0.09 -0.42 -0.09 0.087
H 3.494 2.287 6.284 0.04 -0.27 -0.27 0.092
```
Positions in Å, forces in eV/Å.

Properties
Gap between HOMO and LUMO: 7.84 eV
LUMO: 0.4 eV
DFT total energy: -94942.67468 eV